{
  "formula": "C42H41NNiO4P2",
  "method": "ωB97M-V with the def2-TZVPD basis set",
  "elements": ["Ni", "C", "C", "C", "C", "C", "C", "C", "C", "C", "H", "H", "H", "H", "H", "H", "H", "H", "H", "H", "H", "H", "H", "H", "H", "P", "P", "C", "C", "C", "C", "C", "C", "C", "C", "C", "C", "C", "C", "C", "C", "C", "C", "C", "C", "C", "C", "C", "C", "C", "C", "C", "C", "H", "H", "H", "H", "H", "H", "H", "H", "H", "H", "H", "H", "H", "H", "H", "H", "H", "H", "H", "H", "H", "H", "O", "C", "O", "C", "C", "C", "C", "C", "C", "N", "O", "O", "H", "H", "H", "H"],
  "xyz": [[-0.078163, -0.376914, -0.052998], [3.165286, 3.318662, 0.079433], [2.011457, 3.944904, 0.305895], [1.434595, 5.016527, -0.591428], [1.552176, 4.811170, -2.140139], [1.608953, 3.395972, -2.677784], [2.768877, 2.755532, -2.815139], [4.089867, 3.274304, -2.373519], [4.139617, 3.891282, -0.944782], [-1.085307, -1.841019, -1.027433], [3.523279, 2.483030, 0.707520], [1.484028, 3.821070, 1.278932], [1.932714, 6.005361, -0.366340], [0.351073, 5.198689, -0.368441], [0.681952, 5.306769, -2.619339], [2.433112, 5.374253, -2.502411], [0.690182, 3.058149, -3.170446], [2.882985, 1.908676, -3.487538], [4.447382, 4.045175, -3.110931], [4.840633, 2.455885, -2.437555], [5.166066, 3.787906, -0.559854], [3.978416, 4.979854, -1.047112], [-0.444145, -2.386756, -0.293298], [-1.080189, -2.492368, -1.931311], [-2.127885, -1.825365, -0.654819], [0.066039, 1.014959, 1.430914], [-0.286747, -0.514204, -2.162211], [0.159359, 1.700181, -0.243062], [-0.043728, 1.173990, -1.504988], [-1.135939, 1.824899, 2.436040], [-1.419705, 3.203194, 2.433850], [-2.394176, 3.666929, 3.309780], [-3.121076, 2.751134, 4.090736], [-2.906105, 1.377644, 3.994748], [-1.928567, 0.906264, 3.149108], [1.588315, 0.617397, 2.288088], [2.521303, -0.243858, 1.671069], [3.675412, -0.566632, 2.361490], [3.902073, -0.033376, 3.631982], [2.947868, 0.780975, 4.254374], [1.784682, 1.113413, 3.581243], [-1.662251, -0.349350, -3.291732], [-2.909030, -0.082229, -2.709226], [-4.045438, -0.195192, -3.498786], [-3.916272, -0.490725, -4.859777], [-2.654410, -0.711274, -5.431991], [-1.506055, -0.610694, -4.653009], [1.210939, -1.125503, -2.957506], [1.546326, -2.459864, -2.692882], [2.690060, -3.006990, -3.260090], [3.569715, -2.195140, -3.974692], [3.317409, -0.822196, -4.126399], [2.093870, -0.309030, -3.675147], [0.306381, 2.778029, -0.138718], [-0.214580, 1.900403, -2.305599], [-0.912023, 3.875762, 1.723452], [-2.614923, 4.734250, 3.364951], [-3.893437, 3.122535, 4.756079], [-3.508481, 0.658117, 4.549020], [-1.766480, -0.156308, 2.951484], [2.290935, -0.642068, 0.673734], [4.405848, -1.236049, 1.899918], [4.830042, -0.258462, 4.140511], [3.109822, 1.159519, 5.261319], [1.017641, 1.753801, 4.027343], [-2.969729, 0.159693, -1.641165], [-5.029204, -0.050555, -3.038825], [-4.803858, -0.515539, -5.474443], [-2.564312, -0.961293, -6.486653], [-0.505736, -0.761224, -5.066746], [0.892232, -3.029484, -2.038919], [2.873525, -4.073650, -3.135677], [4.454508, -2.639579, -4.424859], [4.059143, -0.177247, -4.605607], [1.804204, 0.731889, -3.853348], [-3.372812, -1.950050, 1.610548], [-2.454289, -2.519242, 2.255378], [-1.292606, -2.122538, 2.579964], [-2.792770, -3.924141, 2.742865], [-1.800942, -4.822214, 3.224528], [-2.167828, -6.046364, 3.750060], [-3.531460, -6.421664, 3.759529], [-4.527287, -5.547651, 3.249156], [-4.131046, -4.341859, 2.710202], [-3.901961, -7.703063, 4.264395], [-3.006862, -8.469025, 4.700956], [-5.128147, -8.006948, 4.263725], [-0.763388, -4.541660, 3.220581], [-1.444975, -6.759617, 4.170985], [-5.578789, -5.850383, 3.281403], [-4.877188, -3.671592, 2.287385]],
  "atomic_forces_ev_per_a": [[-1.11, -2.81, 0.92], [0.63, 0.52, 0.05], [0.09, 0.43, 0.92], [-0.30, 1.16, -0.05], [-0.21, 0.36, 0.06], [0.41, 0.75, -0.60], [-0.15, 0.28, -0.95], [1.19, 0.22, 0.18], [0.01, -0.03, -0.40], [0.35, -1.89, -0.86], [-0.32, 0.62, -0.19], [0.20, -0.45, -0.89], [-0.46, -0.84, -0.10], [0.86, -0.37, 0.09], [0.44, -0.20, 0.35], [-0.30, -0.38, 0.12], [0.62, 0.00, 0.17], [-0.27, 0.21, 0.53], [-0.26, -0.54, 0.55], [-0.48, 0.39, 0.05], [-0.31, -0.04, -0.07], [-0.04, -0.48, 0.25], [-0.22, 0.16, -0.14], [-0.24, -0.31, 0.72], [0.50, 0.68, -0.16], [0.36, 0.11, -1.04], [-0.03, 3.73, -0.02], [0.89, 2.22, 3.42], [-0.99, -1.61, -3.20], [-0.76, 0.16, 0.20], [0.29, -0.37, 0.07], [-0.25, -0.23, 0.00], [0.12, 0.23, -0.06], [-0.38, 0.25, 0.22], [0.65, 0.28, -0.43], [0.30, 0.64, 0.32], [-0.70, 0.53, 0.48], [0.23, -0.04, -0.16], [-0.27, 0.15, 0.13], [0.42, -0.22, -0.03], [0.02, -0.13, -0.43], [0.18, -0.03, -0.16], [0.04, -0.33, -0.15], [-0.05, 0.26, 0.05], [0.54, 0.00, 0.14], [-0.37, 0.30, -0.05], [-0.28, -0.25, 0.33], [0.18, -1.11, 0.34], [0.04, 0.36, -0.26], [-0.03, -0.11, 0.05], [-0.09, 0.22, 0.03], [-0.56, -0.35, 0.08], [-0.21, 0.07, -0.07], [-0.23, -0.39, -0.87], [-0.29, -0.58, 0.47], [-0.14, -0.30, 0.58], [0.00, -0.33, -0.01], [0.07, 0.01, -0.04], [0.04, 0.31, -0.09], [-0.02, 0.12, 0.37], [0.28, 0.11, 0.35], [-0.17, 0.24, 0.22], [-0.04, -0.07, 0.07], [0.09, -0.09, -0.19], [0.34, -0.23, -0.07], [-0.06, -0.12, -0.45], [0.38, 0.01, -0.32], [-0.02, -0.19, -0.08], [-0.09, 0.15, 0.16], [-0.38, -0.10, 0.06], [0.30, -0.25, -0.31], [0.16, 0.29, -0.02], [-0.07, 0.15, 0.18], [-0.40, -0.21, 0.04], [0.10, -0.72, 0.06], [1.13, 0.13, 0.17], [0.25, -0.07, -0.03], [-0.85, 0.10, -0.79], [0.16, -1.13, 0.18], [-1.07, 0.60, -0.04], [-0.71, -0.90, 0.15], [0.36, 1.84, -0.77], [0.50, -1.23, 0.40], [0.14, 0.35, 0.20], [-1.17, -2.55, 1.24], [-1.80, 1.51, -0.92], [2.70, 0.56, 0.00], [0.14, 0.29, -0.01], [-0.32, 0.48, -0.33], [0.53, 0.09, -0.06], [0.28, -0.04, 0.13]],
  "s_squared": 2.0142,
  "multiplicity": 3,
  "e_tot_ha": -4171.3707,
  "max_force_ha_per_bohr": 0.08120
}